one) 180
Properties=species:S:1:pos:R:3:lowdin_charge:R:1 method="wB97M-V/def2-TZVPD" homo_energy_ev=-10.69 smiles="CCOS(C)(=O)=O.CCOS(C)(=O)=O.CCOS(C)(=O)=O.CCOS(C)(=O)=O.CCOS(C)(=O)=O.CCOS(C)(=O)=O.CCOS(C)(=O)=O.CCOS(C)(=O)=O.CCOS(C)(=O)=O.CCOS(C)(=O)=O.CCOS(C)(=O)=O.CCOS(C)(=O)=O" lumo_ev=-0.325 gap_ev=10.365
C 2.896 -2.487 0.115 -0.0480
C 1.625 -2.891 0.876 -0.2644
O 1.612 -2.423 2.237 -0.2860
S 0.677 -3.153 3.396 0.7067
C -0.908 -2.340 2.896 -0.0908
O 0.567 -4.573 3.040 -0.3025
O 1.158 -2.683 4.703 -0.3011
H 3.802 -2.386 0.713 0.0740
H 2.776 -1.584 -0.484 0.0544
H 3.181 -3.239 -0.621 0.0800
H 0.757 -2.765 0.228 0.1026
H 1.595 -3.980 0.925 0.1037
H -0.821 -1.287 3.164 0.0525
H -1.637 -2.885 3.496 0.0583
H -1.177 -2.413 1.843 0.0499
C 1.475 -0.905 -3.444 -0.0263
C 1.047 -0.469 -4.849 -0.2676
O 2.233 -0.470 -5.664 -0.2918
S 1.938 -0.628 -7.276 0.6832
C 1.630 -2.428 -7.255 -0.1012
O 0.660 0.039 -7.532 -0.2966
O 3.132 -0.271 -8.044 -0.2816
H 2.295 -0.278 -3.096 0.0627
H 1.758 -1.954 -3.532 0.0876
H 0.646 -0.844 -2.739 0.0708
H 0.222 -1.090 -5.198 0.0897
H 0.715 0.566 -4.930 0.0848
H 0.792 -2.863 -6.710 0.0549
H 2.516 -2.880 -6.810 0.0744
H 1.416 -2.721 -8.283 0.0713
C -4.351 3.363 4.711 -0.0587
C -4.657 2.661 3.315 -0.2714
O -4.396 1.267 3.389 -0.2608
S -5.033 0.398 2.098 0.6784
C -6.624 -0.107 2.971 -0.0807
O -5.400 1.302 1.008 -0.2993
O -4.149 -0.732 1.908 -0.2967
H -4.347 4.451 4.648 0.0707
H -3.379 3.124 5.144 0.0596
H -5.163 3.210 5.422 0.0675
H -5.683 2.961 3.103 0.1112
H -4.003 3.157 2.598 0.1151
H -7.072 -0.724 2.192 0.0593
H -7.165 0.803 3.230 0.0629
H -6.437 -0.672 3.885 0.0668
C 3.421 3.546 3.285 -0.0967
C 2.572 4.726 3.485 -0.2968
O 1.388 4.538 2.697 -0.2778
S -0.007 5.508 3.037 0.6923
C -0.772 4.406 4.303 -0.0887
O 0.414 6.737 3.674 -0.2939
O -0.818 5.483 1.828 -0.2988
H 3.651 3.487 2.221 0.0852
H 2.981 2.597 3.592 0.0585
H 4.305 3.517 3.921 0.0863
H 2.325 4.861 4.538 0.1144
H 3.136 5.616 3.207 0.1247
H -0.109 4.392 5.167 0.0700
H -0.802 3.453 3.774 0.0549
H -1.782 4.778 4.477 0.0507
C 8.354 0.301 4.643 -0.0641
C 7.687 0.871 3.398 -0.2915
O 7.180 -0.226 2.653 -0.2637
S 6.522 0.157 1.180 0.7100
C 4.834 0.589 1.781 -0.1081
O 7.102 1.366 0.519 -0.3258
O 6.503 -1.136 0.454 -0.3216
H 8.996 0.996 5.186 0.0804
H 8.957 -0.578 4.416 0.0785
H 7.667 -0.143 5.362 0.0710
H 6.907 1.594 3.638 0.1001
H 8.466 1.345 2.802 0.1142
H 4.969 1.580 2.214 0.0405
H 4.581 -0.186 2.504 0.0705
H 4.150 0.693 0.938 0.0394
C -4.133 1.710 -3.160 -0.0870
C -5.604 1.458 -3.116 -0.2728
O -6.336 2.656 -3.412 -0.2595
S -6.464 3.031 -5.007 0.6598
C -8.099 2.267 -5.343 -0.1009
O -6.654 4.459 -5.046 -0.2817
O -5.442 2.354 -5.816 -0.3080
H -3.644 0.741 -3.060 0.0759
H -3.807 2.374 -2.360 0.0843
H -3.795 2.184 -4.082 0.0637
H -5.736 0.756 -3.939 0.1064
H -5.974 1.068 -2.168 0.1241
H -8.563 2.994 -6.010 0.0608
H -8.716 2.331 -4.447 0.0670
H -7.953 1.271 -5.762 0.0663
C 3.826 -0.207 9.621 -0.0758
C 3.117 0.261 8.404 -0.3265
O 4.096 0.389 7.414 -0.2657
S 3.653 1.143 5.980 0.7003
C 2.558 -0.221 5.274 -0.0834
O 2.800 2.309 6.207 -0.3088
O 4.875 1.166 5.182 -0.3046
H 3.131 -0.298 10.456 0.0839
H 4.691 0.376 9.937 0.0882
H 4.142 -1.236 9.451 0.0840
H 2.500 -0.580 8.086 0.1200
H 2.569 1.189 8.566 0.1222
H 1.535 -0.028 5.597 0.0730
H 3.059 -1.128 5.612 0.0676
H 2.702 -0.098 4.201 0.0424
C -2.185 -1.456 -0.707 -0.0527
C -1.392 -0.170 -0.473 -0.2556
O -0.076 -0.405 0.061 -0.2856
S 0.554 0.724 1.115 0.6934
C 0.656 2.127 -0.124 -0.0727
O -0.446 1.005 2.148 -0.3029
O 1.908 0.331 1.484 -0.2946
H -2.566 -1.976 0.171 0.0469
H -1.546 -2.193 -1.193 0.0611
H -3.090 -1.304 -1.295 0.0805
H -1.317 0.382 -1.410 0.0814
H -1.956 0.480 0.195 0.1096
H -0.261 2.669 -0.351 0.0741
H 1.193 1.826 -1.024 0.0587
H 1.232 2.902 0.382 0.0519
C 1.907 5.582 -2.412 -0.0413
C 1.203 5.016 -3.679 -0.2398
O 0.744 3.706 -3.262 -0.2981
S -0.790 3.194 -3.573 0.6565
C -0.776 3.154 -5.459 -0.0603
O -0.860 1.867 -3.026 -0.3125
O -1.719 4.217 -3.061 -0.2961
H 2.199 6.632 -2.435 0.0778
H 2.909 5.159 -2.331 0.0610
H 1.359 5.396 -1.488 0.0777
H 0.457 5.732 -4.023 0.1201
H 1.900 4.974 -4.517 0.0857
H -0.518 2.145 -5.782 0.0495
H -0.157 3.986 -5.795 0.0577
H -1.753 3.459 -5.832 0.0670
C -3.564 -4.752 1.878 -0.0486
C -4.437 -5.901 2.373 -0.2868
O -4.445 -6.940 1.382 -0.2691
S -4.348 -8.495 2.019 0.6569
C -5.997 -8.686 2.694 -0.1170
O -4.159 -9.309 0.813 -0.3045
O -3.426 -8.666 3.106 -0.2696
H -2.495 -4.912 2.020 0.0831
H -3.874 -3.821 2.352 0.0738
H -3.735 -4.643 0.807 0.0651
H -4.199 -6.211 3.390 0.1145
H -5.464 -5.574 2.534 0.1131
H -6.732 -8.499 1.911 0.0773
H -5.984 -7.996 3.538 0.0633
H -6.170 -9.682 3.101 0.0784
C 4.470 2.109 -1.983 -0.0446
C 3.811 1.991 -3.346 -0.2581
O 4.205 3.151 -4.144 -0.2663
S 3.638 3.196 -5.710 0.7136
C 4.626 1.761 -6.393 -0.0960
O 2.203 2.828 -5.747 -0.3205
O 4.159 4.453 -6.256 -0.2905
H 5.517 2.411 -2.022 0.0888
H 4.466 1.190 -1.397 0.0677
H 3.992 2.862 -1.357 0.0729
H 4.141 1.072 -3.831 0.1018
H 2.724 1.919 -3.380 0.0905
H 5.670 1.962 -6.152 0.0744
H 4.540 1.634 -7.472 0.0602
H 4.275 0.804 -6.007 0.0321
C -1.613 -2.971 -4.383 -0.0454
C -2.253 -4.193 -3.640 -0.3040
O -1.547 -4.513 -2.490 -0.2936
S -1.394 -6.097 -1.930 0.7273
C -3.197 -6.498 -1.678 -0.0811
O -0.846 -6.936 -3.043 -0.3237
O -0.665 -6.116 -0.660 -0.2873
H -1.631 -2.059 -3.787 0.0617
H -2.217 -2.778 -5.270 0.0842
H -0.581 -3.175 -4.669 0.0619
H -3.282 -3.927 -3.397 0.1148
H -2.212 -5.058 -4.303 0.1142
H -3.792 -6.217 -2.547 0.0651
H -3.530 -6.056 -0.738 0.0274
H -3.286 -7.558 -1.442 0.0676


two) 180
Properties=species:S:1:pos:R:3:lowdin_charge:R:1 method="wB97M-V/def2-TZVPD" homo_energy_ev=-10.08 smiles="CCOS(C)(=O)=O.CCOS(C)(=O)=O.CCOS(C)(=O)=O.CCOS(C)(=O)=O.CCOS(C)(=O)=O.CCOS(C)(=O)=O.CCOS(C)(=O)=O.CCOS(C)(=O)=O.CCOS(C)(=O)=O.CCOS(C)(=O)=O.CCOS(C)(=O)=O.CCOS(C)(=O)=O" lumo_ev=0.274 gap_ev=10.352
C 1.177 11.003 -1.152 -0.0480
C 0.717 10.512 0.327 -0.1944
O -0.686 10.124 0.208 -0.2854
S -0.954 8.622 -0.323 0.6420
C -1.660 9.025 -2.003 -0.0914
O 0.247 7.805 -0.588 -0.3102
O -2.053 8.173 0.478 -0.2892
H 2.116 10.490 -1.360 0.0698
H 1.374 12.075 -1.195 0.0613
H 0.388 10.852 -1.888 0.0530
H 1.386 9.699 0.607 0.1016
H 0.801 11.412 0.936 0.1121
H -1.871 10.094 -1.971 0.0560
H -2.576 8.434 -1.996 0.0598
H -0.886 8.761 -2.724 0.0632
C 5.953 -5.223 3.787 -0.0591
C 6.750 -5.828 2.545 -0.2083
O 7.021 -7.259 2.877 -0.2989
S 8.461 -7.908 2.392 0.6608
C 8.157 -7.848 0.578 -0.1060
O 9.559 -7.023 2.815 -0.3132
O 8.488 -9.323 2.758 -0.3035
H 6.561 -5.111 4.685 0.0710
H 5.207 -5.952 4.104 0.0678
H 5.438 -4.289 3.566 0.0721
H 6.054 -5.790 1.706 0.1098
H 7.636 -5.216 2.378 0.1098
H 8.876 -8.534 0.131 0.0670
H 8.225 -6.801 0.283 0.0630
H 7.158 -8.272 0.473 0.0680
C -0.188 -13.185 3.673 -0.0613
C 0.523 -11.835 3.669 -0.2640
O -0.413 -10.772 3.424 -0.2954
S -0.071 -9.139 3.570 0.7145
C 1.071 -8.849 2.145 -0.1162
O -1.351 -8.463 3.276 -0.3044
O 0.801 -8.942 4.756 -0.3298
H -0.588 -13.430 4.657 0.0780
H 0.609 -13.901 3.477 0.0778
H -0.982 -13.277 2.931 0.0815
H 0.872 -11.695 4.693 0.1159
H 1.280 -11.689 2.898 0.1125
H 1.342 -7.793 2.129 0.0670
H 0.580 -9.156 1.222 0.0671
H 1.984 -9.430 2.275 0.0567
C -6.728 -3.341 5.560 -0.0606
C -8.144 -3.918 5.915 -0.2806
O -8.867 -3.704 4.722 -0.2923
S -10.246 -4.632 4.423 0.7194
C -11.117 -4.390 5.977 -0.1337
O -11.061 -4.006 3.377 -0.2951
O -9.735 -6.044 4.366 -0.3211
H -6.549 -2.338 5.170 0.0711
H -6.385 -3.914 4.698 0.0777
H -6.030 -3.269 6.394 0.0720
H -8.148 -4.985 6.138 0.1150
H -8.539 -3.335 6.747 0.1094
H -11.339 -3.336 6.144 0.0784
H -10.638 -4.895 6.817 0.0718
H -12.077 -4.854 5.749 0.0684
C -8.150 6.191 7.360 -0.0586
C -8.415 6.803 5.855 -0.1926
O -8.835 8.180 5.813 -0.3129
S -9.972 8.893 6.861 0.6907
C -10.371 10.243 5.760 -0.1239
O -11.098 7.970 6.918 -0.3058
O -9.251 9.450 8.015 -0.2980
H -9.040 6.504 7.907 0.0441
H -7.283 6.461 7.963 0.0626
H -8.060 5.108 7.433 0.0617
H -7.573 6.588 5.197 0.1152
H -9.406 6.394 5.660 0.0967
H -10.534 9.895 4.740 0.0734
H -9.476 10.857 5.862 0.0706
H -11.325 10.717 5.988 0.0769
C 12.360 -3.232 -1.152 -0.0566
C 11.475 -2.675 -2.306 -0.3104
O 10.169 -2.729 -1.878 -0.2518
S 8.925 -2.130 -2.668 0.6122
C 9.289 -2.718 -4.371 -0.0985
O 7.857 -2.831 -2.062 -0.2655
O 9.004 -0.670 -2.552 -0.2963
H 13.411 -3.328 -1.424 0.0747
H 11.982 -4.190 -0.795 0.0766
H 12.441 -2.613 -0.259 0.0752
H 11.860 -1.675 -2.504 0.1243
H 11.724 -3.248 -3.199 0.1094
H 8.610 -2.235 -5.074 0.0735
H 9.209 -3.803 -4.299 0.0749
H 10.293 -2.427 -4.680 0.0580
C -13.649 3.361 0.004 -0.0512
C -12.869 2.367 -0.985 -0.2610
O -11.530 2.815 -0.960 -0.2893
S -10.343 1.726 -0.586 0.6885
C -10.634 1.581 1.154 -0.1128
O -10.723 0.471 -1.270 -0.3149
O -9.033 2.380 -0.909 -0.3072
H -13.938 4.260 -0.541 0.0699
H -12.990 3.879 0.700 0.0590
H -14.321 2.821 0.672 0.0696
H -13.010 1.320 -0.720 0.1030
H -13.333 2.438 -1.969 0.1150
H -9.827 0.888 1.393 0.0782
H -11.633 1.159 1.266 0.0751
H -10.526 2.624 1.449 0.0781
C 9.207 0.693 4.328 -0.0744
C 10.733 0.875 4.256 -0.3264
O 11.379 0.587 5.467 -0.2546
S 13.051 0.937 5.512 0.7092
C 13.315 0.653 7.303 -0.1034
O 13.693 -0.123 4.784 -0.2882
O 13.189 2.368 5.136 -0.3170
H 8.849 0.530 3.312 0.0736
H 8.673 1.617 4.550 0.0707
H 8.884 -0.161 4.923 0.0775
H 11.033 0.311 3.373 0.1156
H 10.750 1.889 3.856 0.1131
H 14.341 0.367 7.533 0.0719
H 12.621 -0.164 7.502 0.0623
H 12.997 1.486 7.930 0.0699
C 5.170 11.190 -5.827 -0.0445
C 5.226 9.725 -6.362 -0.3358
O 4.285 9.001 -5.665 -0.2404
S 4.104 7.515 -6.318 0.6516
C 5.370 6.598 -5.465 -0.1137
O 2.810 7.098 -5.764 -0.3003
O 4.353 7.519 -7.740 -0.2832
H 4.116 11.456 -5.911 0.0772
H 5.842 11.818 -6.411 0.0774
H 5.474 11.206 -4.780 0.0758
H 5.158 9.555 -7.436 0.1109
H 6.223 9.412 -6.050 0.1069
H 6.326 7.120 -5.423 0.0682
H 5.553 5.690 -6.039 0.0749
H 4.939 6.329 -4.500 0.0749
C -6.990 -6.942 -1.778 -0.0722
C -7.625 -5.669 -2.365 -0.2401
O -6.458 -4.938 -2.760 -0.3139
S -5.897 -4.987 -4.312 0.6777
C -4.844 -3.504 -4.395 -0.1028
O -4.995 -6.141 -4.337 -0.3046
O -7.116 -4.796 -5.094 -0.3079
H -7.705 -7.350 -1.064 0.0700
H -5.989 -6.826 -1.362 0.0864
H -6.946 -7.697 -2.562 0.0710
H -8.344 -5.671 -3.184 0.1138
H -8.035 -5.124 -1.515 0.1147
H -4.329 -3.783 -5.314 0.0597
H -4.133 -3.424 -3.572 0.0770
H -5.442 -2.620 -4.615 0.0713
C -1.989 1.732 1.457 -0.0490
C -1.741 0.212 0.977 -0.2473
O -1.054 0.280 -0.286 -0.2896
S 0.639 -0.175 -0.415 0.7082
C 1.304 1.501 -0.641 -0.1059
O 1.038 -0.848 0.812 -0.3016
O 0.797 -0.827 -1.705 -0.3029
H -2.556 2.360 0.770 0.0726
H -1.002 2.138 1.677 0.0527
H -2.425 1.726 2.456 0.0634
H -1.101 -0.315 1.685 0.0905
H -2.638 -0.407 0.999 0.1087
H 2.390 1.533 -0.547 0.0750
H 0.877 2.037 0.206 0.0483
H 0.884 1.911 -1.560 0.0769
C 3.330 -1.747 -12.694 -0.0654
C 2.601 -1.756 -11.367 -0.3250
O 2.770 -0.585 -10.642 -0.2599
S 2.563 -0.694 -9.011 0.6928
C 0.980 0.407 -8.952 -0.0738
O 2.197 -2.075 -8.748 -0.3032
O 3.616 0.052 -8.333 -0.3014
H 4.158 -1.043 -12.786 0.0821
H 2.801 -1.358 -13.563 0.0703
H 3.619 -2.786 -12.854 0.0799
H 1.540 -2.001 -11.417 0.1262
H 3.089 -2.587 -10.858 0.1066
H 0.726 0.670 -7.925 0.0570
H 0.267 -0.341 -9.297 0.0513
H 1.105 1.330 -9.519 0.0626


Stability check: which of them is least stable? two).